No. 1
ORCA calculation (wB97M-V/def2-TZVPD) on C37H48CdN5O as an isolated structure in a non-equilibrium geometry.

Computed properties:
HOMO-LUMO gap = 5.8 eV
2S+1 = 1
charge = +1
HOMO energy = -9.20 eV

Each line ends with the Löwdin charge.
CARTESIAN COORDINATES (ANGSTROEM)
Cd -0.068 0.436 0.836  1.407
O -0.152 -6.440 1.856  -0.118
N 2.369 0.256 0.611  0.045
N -1.503 1.117 2.672  0.035
N 1.001 0.230 2.919  0.063
N 0.047 -4.321 0.093  -0.101
N -0.117 -1.965 0.890  0.129
C 0.302 0.387 4.056  -0.202
C -1.281 -5.746 1.520  -0.194
C 0.984 0.096 5.288  0.022
C 1.081 1.703 -3.689  -0.482
C -3.608 -0.536 -2.614  -0.033
C -1.314 1.149 -0.824  -0.241
C -3.195 1.490 4.827  -0.031
C -0.327 2.065 -1.465  -0.177
C 5.179 0.267 0.442  -0.016
C 3.037 0.448 -0.523  -0.112
C -1.445 3.924 -0.128  -0.068
C 2.345 -0.076 3.014  -0.174
C 4.404 0.523 -0.664  -0.038
C -2.679 1.614 2.489  -0.151
C -0.492 0.057 -2.572  -0.044
C 0.212 2.325 -4.862  -0.009
C -0.398 4.529 -2.207  -0.022
C -0.238 3.510 -1.014  -0.490
C 1.216 -5.157 0.449  -0.108
C 1.065 3.736 -0.193  -0.037
C 2.209 2.729 -3.395  -0.044
C 0.161 1.302 -2.511  -0.183
C -3.241 -1.139 -0.194  -0.073
C 4.487 -0.058 1.640  0.010
C 1.047 -5.702 1.847  -0.181
C -1.191 -5.141 0.093  -0.073
C 1.710 0.454 -4.243  -0.091
C 3.085 -0.009 1.685  -0.230
C -1.463 -0.058 -1.602  -0.245
C -2.164 -2.441 -1.918  -0.064
C -3.619 1.880 3.536  0.021
C 2.321 -0.311 5.378  -0.012
C -2.646 -1.051 -1.535  -0.578
C 3.056 -0.319 4.182  0.004
C -1.902 1.066 5.038  -0.003
C 0.021 -3.087 0.540  -0.266
C -1.032 0.947 3.956  -0.193
H -1.373 4.973 0.023  0.070
H 0.994 -0.202 -4.799  0.094
H -4.542 -1.126 -2.573  0.096
H 2.123 -4.523 0.361  0.140
H -3.932 0.460 -2.454  0.073
H -3.852 1.586 5.681  0.117
H -2.164 1.606 -0.389  0.045
H -0.541 5.542 -1.897  0.079
H 0.398 4.445 -2.888  0.035
H -3.931 -1.975 -0.099  0.094
H -3.011 1.841 1.477  0.092
H -0.651 2.848 -4.488  0.065
H -4.558 2.322 3.381  0.095
H -1.068 -5.844 -0.751  0.141
H 4.853 0.792 -1.585  0.107
H 1.184 -5.977 -0.320  0.151
H 1.034 4.738 0.189  0.075
H -2.053 -2.470 -3.115  0.135
H 5.127 -0.358 2.463  0.103
H -0.188 -0.765 -3.248  0.115
H -3.221 -0.605 -3.622  0.085
H 2.713 3.028 -4.331  0.094
H -1.597 0.819 6.030  0.104
H -1.520 3.420 0.850  0.059
H -1.207 -2.746 -1.559  0.043
H -0.095 1.543 -5.489  0.056
H 4.084 -0.728 4.136  0.122
H 2.999 2.356 -2.706  0.073
H 1.950 3.676 -0.814  0.062
H 0.386 0.132 6.239  0.123
H -3.000 -3.104 -1.807  0.069
H 2.453 0.546 -1.427  0.090
H 1.220 2.992 0.605  0.056
H -1.430 -4.964 2.239  0.123
H 1.060 -4.883 2.613  0.141
H -2.478 -1.195 0.551  0.030
H 2.036 -0.232 -3.573  0.030
H 1.850 -6.380 2.095  0.128
H -2.051 -6.528 1.546  0.142
H -3.728 -0.166 0.033  0.091
H 2.549 0.673 -4.933  0.104
H 1.771 3.569 -2.929  0.019
H 6.241 0.334 0.416  0.110
H 2.724 -0.697 6.239  0.090
H -1.299 4.280 -2.751  0.088
H -2.010 -4.439 -0.205  0.117
H 0.832 3.034 -5.417  0.083
H -2.345 3.671 -0.697  0.093

Force components x, y, z for each atom (eV/Å):
0.22 -0.21 -0.18
1.65 -1.15 0.73
-0.01 -0.13 -0.70
1.90 -0.08 1.61
1.80 -0.01 1.12
0.55 -0.35 -0.04
0.71 -2.74 -0.69
3.31 -0.43 0.86
-1.27 -0.52 -1.71
-1.34 0.02 1.03
-0.22 0.55 -0.23
-1.18 -1.49 0.37
0.07 0.55 -0.04
-1.01 1.04 -1.19
-1.28 -1.34 0.10
-1.69 -0.32 1.38
-0.68 0.11 -1.17
0.14 -1.65 -0.19
-0.69 0.48 -1.37
0.15 -0.12 0.89
-3.04 1.10 0.56
-0.21 -1.97 -0.30
1.18 0.63 1.50
-0.43 -1.41 0.82
0.12 0.69 0.24
0.63 0.47 -0.88
-0.32 -0.13 -0.77
0.47 -1.31 0.13
1.30 1.69 -1.16
-1.16 1.67 1.01
0.87 0.03 -1.00
-0.25 0.39 -0.07
-0.32 1.22 -0.09
-0.64 0.28 -3.38
0.85 0.05 1.49
0.25 0.30 0.09
-0.44 0.59 -4.50
2.94 -1.48 1.06
-1.74 0.84 -3.34
2.42 0.64 -1.71
-0.63 -0.97 0.28
0.73 -0.03 -0.81
-0.93 2.75 0.87
-2.23 -0.87 -0.94
-0.16 0.92 0.30
0.36 0.92 -0.01
0.24 -0.03 -0.15
-0.41 -0.58 -0.13
-0.05 1.21 0.36
-0.12 0.01 -0.07
-0.82 0.24 0.49
0.30 0.65 0.49
0.79 0.31 -0.84
-0.20 0.15 0.09
0.31 -0.23 0.01
-0.31 0.21 0.16
-1.04 0.35 -0.41
-0.10 -0.06 0.72
0.14 0.11 -0.86
0.48 0.67 0.87
0.12 0.52 0.62
0.08 0.11 2.44
-0.45 0.24 0.17
-0.49 0.70 0.35
0.34 -0.08 -0.08
-0.28 -0.12 0.37
0.26 -0.07 0.42
0.28 0.14 -0.29
0.30 -0.27 0.64
-0.59 -0.96 -1.00
-0.79 0.69 0.13
-0.48 0.01 -0.35
0.16 -0.10 -0.25
0.73 0.01 -1.11
-0.15 -0.89 0.56
-0.40 0.23 0.12
-0.38 0.31 -0.04
-0.58 0.68 0.40
-0.24 -0.39 -0.53
0.57 -0.52 0.62
1.47 -1.70 2.70
0.17 -0.26 0.05
-0.29 0.62 0.15
-0.28 -0.65 0.00
-0.43 0.01 0.20
0.07 0.92 0.28
0.60 -0.12 0.05
0.83 -0.41 2.12
-0.30 -0.25 -0.14
0.39 -0.83 0.64
-0.15 -0.12 -0.16
-0.11 0.35 0.20



No. 2
ORCA calculation (wB97M-V/def2-TZVPD) on C37H48N4P2PdSi2 as an isolated structure in a non-equilibrium geometry.

Computed properties:
HOMO-LUMO gap (spin up / spin down) = 7.3 / 7.3 eV
energy relative to the best compared isomer or geometry (same formula, charge and spin) = 67.2 kJ/mol
2S+1 = 1
HOMO energy (spin up / spin down) = -7.02 / -7.02 eV

Each line ends with the Löwdin charge.
CARTESIAN COORDINATES (ANGSTROEM)
Pd -1.496 -0.190 0.118  0.702
P 0.238 1.475 -0.773  0.622
P 0.276 -1.749 -0.769  0.607
Si -1.721 -3.634 0.571  0.331
Si -1.952 3.221 0.484  0.335
N -0.961 1.847 0.207  -0.323
N -2.329 -0.130 2.293  0.129
N -0.450 0.263 3.843  -0.085
N -0.809 -2.203 0.306  -0.321
C 0.573 -0.135 -0.375  -0.399
C -3.512 -3.156 0.920  -0.185
C 3.931 -3.127 0.308  -0.081
C 0.493 -1.936 -3.590  -0.089
C -2.263 -2.005 -3.953  -0.080
C -1.475 0.079 3.051  -0.264
C 0.534 1.816 -4.829  -0.083
C 1.912 -3.939 -1.415  -0.091
C -1.727 -1.960 -2.677  -0.122
C -0.581 0.784 5.196  -0.148
C -0.796 1.837 -5.227  -0.088
C -1.334 4.080 2.050  -0.174
C -1.804 1.762 -4.281  -0.079
C -0.154 1.667 -2.528  -0.295
C 3.638 3.079 0.738  -0.079
C -1.004 -4.528 2.071  -0.180
C 2.599 2.216 0.430  -0.086
C 1.780 -2.747 -0.708  -0.277
C 0.615 1.666 5.521  -0.179
C -3.739 2.670 0.737  -0.182
C 3.730 4.306 0.096  -0.084
C -1.417 -2.023 -5.054  -0.087
C -1.892 4.518 -0.891  -0.171
C 3.047 -4.719 -1.262  -0.077
C 1.651 2.569 -0.519  -0.279
C 1.757 3.793 -1.173  -0.090
C -0.041 -1.985 -4.869  -0.083
C 2.791 4.662 -0.863  -0.075
C -1.678 -4.880 -0.854  -0.168
C 0.781 -0.471 3.513  -0.130
C 1.980 0.407 3.840  -0.180
C -0.346 -1.931 -2.481  -0.287
C 0.856 1.722 -3.486  -0.091
C -1.485 1.684 -2.933  -0.103
C 2.792 -2.351 0.158  -0.081
C 1.918 0.911 5.278  -0.199
C 4.057 -4.313 -0.400  -0.085
H 1.982 0.061 5.966  0.115
H -3.779 1.636 1.079  -0.013
H -4.028 -3.952 1.461  0.026
H 0.547 2.000 6.559  0.114
H 0.581 2.556 4.886  0.114
H 1.129 -4.256 -2.092  0.098
H -4.067 -2.981 -0.005  0.022
H -4.318 2.747 -0.186  0.023
H 4.944 -4.922 -0.282  0.102
H 0.621 -1.984 -5.726  0.103
H 2.678 -1.420 0.703  0.083
H -1.978 4.909 2.343  0.025
H 1.895 1.697 -3.180  0.112
H 2.897 -0.161 3.665  0.116
H -0.900 4.962 -0.982  0.012
H 1.980 1.258 3.158  0.101
H 4.541 4.983 0.335  0.102
H -3.557 -2.248 1.521  -0.010
H 0.017 -4.858 1.865  0.022
H -0.671 -5.263 -1.024  0.012
H 0.740 -0.733 2.452  0.096
H -3.337 -2.028 -4.087  0.105
H -2.057 -4.478 -1.793  0.015
H 2.516 1.248 0.907  0.075
H -2.306 -5.734 -0.582  0.031
H -1.289 3.370 2.880  0.006
H -2.843 1.765 -4.589  0.106
H -1.518 1.337 5.262  0.128
H -1.044 1.905 -6.279  0.102
H -0.963 -3.863 2.936  0.016
H 4.718 -2.808 0.980  0.102
H 1.031 4.065 -1.930  0.101
H 1.568 -1.891 -3.460  0.111
H 4.377 2.795 1.477  0.103
H -4.236 3.290 1.484  0.025
H 2.771 1.556 5.494  0.111
H 3.145 -5.643 -1.818  0.104
H -2.265 1.617 -2.182  0.089
H -0.630 -0.053 5.904  0.128
H -2.359 -1.946 -1.793  0.073
H -1.595 -5.403 2.342  0.024
H -2.186 4.136 -1.869  0.015
H -0.323 4.468 1.900  0.023
H 2.867 5.614 -1.373  0.105
H 0.813 -1.397 4.103  0.131
H 1.322 1.865 -5.569  0.103
H -2.586 5.321 -0.628  0.031
H -1.827 -2.062 -6.055  0.101

Force components x, y, z for each atom (eV/Å):
0.92 0.09 1.42
0.69 -0.35 -0.43
0.59 0.21 -0.91
-0.22 -0.33 0.26
-0.14 0.31 0.27
-0.71 0.29 -0.58
-0.17 0.09 0.40
0.37 -0.04 -0.23
-0.62 -0.25 -0.41
-0.45 0.06 0.38
0.22 -0.13 -0.13
0.02 0.00 0.02
0.04 0.05 0.02
-0.04 -0.01 0.02
-0.63 -0.16 -0.07
0.05 -0.04 -0.07
-0.03 0.00 -0.01
0.22 0.01 0.15
-0.12 0.05 0.17
0.05 0.00 -0.10
-0.02 -0.19 -0.16
-0.09 -0.01 0.13
-0.21 0.25 -0.03
0.07 0.03 0.03
-0.03 0.19 -0.15
0.12 -0.03 0.03
0.00 -0.08 0.03
-0.03 0.02 -0.01
0.18 0.09 -0.13
0.03 -0.01 0.02
0.05 0.01 0.00
-0.08 -0.12 0.18
0.02 -0.04 0.00
0.02 0.03 -0.09
-0.03 0.07 0.04
-0.02 0.03 -0.07
0.00 0.02 -0.02
-0.08 0.13 0.22
0.07 0.00 0.08
0.04 -0.11 -0.04
-0.14 -0.18 0.12
-0.04 0.01 0.00
0.07 -0.09 -0.08
0.09 0.08 0.03
0.05 0.01 0.05
0.03 -0.01 0.00
-0.01 0.00 0.01
0.00 -0.03 0.06
-0.01 -0.04 0.01
-0.02 -0.02 0.00
0.01 0.00 0.00
0.00 0.00 -0.02
0.02 0.04 -0.03
0.02 -0.03 -0.04
0.01 0.00 -0.01
-0.01 -0.01 -0.01
-0.01 -0.01 -0.01
-0.03 0.05 0.01
0.00 0.01 0.00
-0.02 0.00 0.00
0.03 0.00 0.01
0.01 0.08 -0.08
0.00 0.01 0.01
0.01 0.03 0.06
0.03 -0.01 -0.03
0.05 0.00 0.00
0.01 0.03 0.03
0.00 0.00 -0.02
0.01 0.03 -0.01
-0.02 -0.07 0.06
-0.01 -0.03 0.01
-0.04 -0.03 0.01
0.00 0.00 -0.01
0.02 -0.01 -0.01
0.00 0.00 -0.01
-0.04 0.03 0.01
0.00 -0.01 -0.01
0.01 0.01 0.00
0.00 -0.02 0.01
0.00 0.01 -0.01
-0.01 0.04 0.02
0.00 -0.01 -0.02
0.01 0.00 0.01
0.00 0.03 -0.06
-0.02 0.01 -0.01
-0.12 0.00 -0.21
-0.03 -0.06 0.00
0.01 -0.05 0.01
0.02 0.01 -0.03
0.01 0.00 0.00
0.00 0.02 -0.03
0.00 0.00 -0.01
0.00 0.04 0.00
-0.01 0.01 -0.01



No. 3
ORCA calculation (wB97M-V/def2-TZVPD) on C37H49BrCoN2P2S as an isolated structure in a non-equilibrium geometry.

Computed properties:
HOMO-LUMO gap (spin up / spin down) = 7.0 / 3.7 eV
energy relative to the best compared isomer or geometry (same formula, charge and spin) = 488.5 kJ/mol
2S+1 = 4
charge = +2
HOMO energy (spin up / spin down) = -12.17 / -11.88 eV

Each line ends with the Löwdin charge.
CARTESIAN COORDINATES (ANGSTROEM)
Br -1.867 -0.649 2.167  0.937
Co -0.470 1.234 -4.004  0.469
S 1.366 1.396 3.229  1.068
P 2.209 -0.593 0.104  0.996
P -2.097 -3.086 -2.602  1.203
N -0.715 6.563 -5.488  0.053
N 0.661 1.091 1.881  -0.248
C -0.319 -0.082 4.838  -0.135
C -2.885 -3.257 -0.971  -0.350
C 1.654 -1.959 5.404  -0.049
C 3.835 -0.065 0.843  -0.409
C -0.728 4.186 -5.335  -0.045
C -0.221 4.563 6.057  -0.037
C -0.636 3.190 4.084  -0.078
C 5.017 -1.024 0.823  -0.132
C 1.811 -2.107 1.142  -0.390
C 0.711 2.810 4.115  -0.386
C -1.104 4.057 5.094  -0.043
C -0.678 -1.344 5.307  -0.080
C 2.436 -3.451 0.786  -0.132
C -3.303 1.614 -0.996  0.021
C 1.152 4.276 5.983  -0.039
C -0.312 -3.208 -2.237  -0.372
C -0.899 5.378 -6.051  -0.124
C 1.628 3.439 4.974  -0.072
C -0.072 5.488 -3.445  -0.005
C 1.988 -0.821 4.678  -0.088
C -0.527 2.925 -3.370  -0.093
C -0.391 4.217 -3.987  -0.255
C -3.268 0.921 0.227  -0.088
C -2.266 1.428 -1.969  -0.212
C -3.040 -1.970 -4.956  -0.120
C -4.354 -3.676 -1.154  -0.126
C 0.313 -2.256 5.666  -0.035
C 0.979 0.087 4.358  -0.398
C -2.923 -1.729 -3.443  -0.365
C 2.794 -1.373 -1.439  -0.431
C -0.257 6.630 -4.239  -0.132
C -0.015 -4.724 -2.284  -0.135
C -1.340 -0.291 -0.534  -0.181
C -1.403 0.344 -1.763  -0.135
C -1.630 2.195 -3.012  -0.085
C 3.278 -0.344 -2.457  -0.144
C -2.233 0.006 0.511  -0.743
H -3.900 -1.538 -2.960  0.107
H -0.067 7.650 -3.873  0.116
H -0.815 -0.099 -2.625  0.085
H 0.043 -3.190 6.167  0.126
H 2.097 -3.830 -0.187  0.053
H 3.532 -3.410 0.787  0.064
H 2.446 -2.608 5.752  0.118
H -0.499 -0.958 -0.420  0.040
H -2.082 -2.336 -5.364  0.078
H -4.015 1.075 1.005  0.111
H 2.139 -4.179 1.552  0.084
H 0.259 -2.645 -2.994  0.087
H -0.598 5.197 6.866  0.124
H -3.332 -1.029 -5.446  0.091
H 2.459 0.312 -2.785  0.048
H -4.114 2.331 -1.148  0.125
H 4.077 0.285 -2.048  0.071
H 3.004 -0.595 4.359  0.114
H -1.005 0.760 4.845  0.102
H 1.863 4.684 6.701  0.123
H -4.409 -4.637 -1.687  0.085
H -2.165 4.322 5.120  0.121
H 4.089 0.864 0.310  0.078
H -0.508 -5.238 -1.444  0.082
H 5.275 -1.367 -0.184  0.071
H -1.733 -1.597 5.437  0.120
H -4.848 -3.786 -0.182  0.090
H 1.057 -4.927 -2.232  0.082
H -1.192 5.346 -7.103  0.114
H 2.687 3.210 4.854  0.117
H 4.867 -1.900 1.462  0.066
H 1.963 -1.945 -1.873  0.042
H -2.803 -2.308 -0.422  0.065
H 0.346 5.643 -2.464  0.100
H 0.491 1.963 1.383  0.054
H -1.291 2.797 3.301  0.112
H -3.818 -2.725 -5.117  0.084
H -4.889 -2.917 -1.743  0.066
H 0.710 -2.164 1.128  0.034
H -2.351 -0.818 -3.283  0.031
H 5.894 -0.495 1.214  0.085
H 2.086 -1.810 2.166  0.056
H 3.676 -0.839 -3.352  0.083
H -2.349 -4.023 -0.385  0.099
H -0.858 3.236 -5.853  0.092
H 3.586 0.219 1.876  0.034
H -0.404 -5.143 -3.223  0.078
H 3.600 -2.073 -1.183  0.071
H -0.080 -2.791 -1.241  0.062

Force components x, y, z for each atom (eV/Å):
-0.37 -0.81 1.29
0.86 -1.05 -1.09
1.53 1.15 2.56
0.83 -0.54 0.81
-0.31 0.46 2.10
0.11 0.50 -0.39
-1.32 -0.56 -1.48
-0.08 -0.29 -0.36
-0.44 -0.94 -0.01
-0.06 0.01 0.14
-0.53 0.31 -0.23
-0.07 0.69 -1.03
0.15 -0.17 -0.09
0.06 -0.04 0.45
0.30 0.03 0.19
-0.37 0.80 -0.11
-0.03 0.83 0.05
0.27 -0.18 -0.48
-0.12 0.32 0.51
0.06 -0.18 0.21
0.57 0.14 -0.27
-0.16 -0.05 -0.36
0.31 0.12 -0.76
0.24 -0.64 0.58
-0.28 -0.52 0.03
-0.09 -0.11 -0.46
-0.20 0.25 -0.33
-3.17 -0.97 1.52
0.32 1.75 -0.51
0.37 -0.59 -0.16
-0.21 0.00 1.15
-0.30 -0.13 0.09
-0.05 0.01 -0.04
0.31 -0.06 -0.30
-0.10 -0.38 0.25
-0.06 0.41 -0.80
-0.04 0.01 -0.54
-0.18 -0.64 -0.03
-0.17 -0.12 -0.12
0.18 -0.04 0.04
-0.26 -0.81 0.63
1.60 1.85 -0.42
0.06 0.06 -0.33
0.20 1.32 -2.68
0.46 -0.36 -0.17
0.00 -0.65 0.03
0.06 0.59 1.25
0.11 0.33 -0.26
0.13 0.10 0.18
-0.32 -0.06 -0.11
-0.06 -0.11 -0.06
-0.17 -0.21 0.47
-0.43 0.22 -0.05
0.03 0.23 -0.34
0.07 0.04 -0.23
-0.13 -0.32 0.22
0.14 -0.26 -0.38
0.14 -0.44 0.06
0.18 -0.04 0.16
0.47 -0.06 -0.05
-0.14 -0.07 -0.10
-0.07 -0.27 0.11
-0.18 -0.37 -0.44
-0.29 0.03 -0.20
-0.11 0.29 0.21
0.45 -0.06 -0.02
0.03 -0.13 0.24
0.20 0.12 -0.30
-0.06 0.08 0.15
0.32 0.24 0.35
0.10 0.06 -0.29
-0.12 0.10 0.03
0.03 0.13 0.32
-0.20 0.06 0.31
-0.05 0.15 -0.12
0.27 0.01 0.16
0.10 -0.08 -0.35
-0.18 -0.31 0.30
0.04 0.04 -0.35
0.04 0.05 0.44
0.27 0.17 -0.33
-0.05 -0.33 0.28
0.21 -0.18 0.20
0.02 -0.17 0.06
-0.08 -0.15 -0.09
-0.17 -0.16 -0.20
-0.04 0.10 0.21
-0.05 0.28 -0.28
-0.16 0.19 0.17
0.18 0.05 -0.19
0.27 -0.05 0.31
-0.27 0.04 -0.14
-0.39 -0.06 -0.39



It is found that the DFT total energy values, taken in the order of the records, are -1955.17031; -3047.39746; -6585.52091 Ha.